# 1
The following is a quantum chemistry calculation of C4H5NO2 in the gas phase, from the Open Molecules 2025 dataset.

Geometry as XYZ:
```
12
Properties=species:S:1:pos:R:3:lowdin_charge:R:1
O 0.5145 -1.1653 -1.0371 -0.008
C 1.4167 -0.3606 -0.3745 -0.127
C 1.0360 0.4890 0.5768 -0.142
C -0.9910 1.4507 0.3309 -0.003
N -0.3558 0.4902 0.8530 -0.019
C -0.5899 -1.6629 -0.3790 -0.352
O -1.6563 -1.7067 -0.9110 0.097
H 2.4105 -0.3943 -0.8040 0.119
H 1.6913 1.2164 1.0467 0.114
H -2.0633 1.3576 0.1971 0.083
H -0.4927 2.3411 -0.0666 0.090
H -0.3668 -2.0843 0.6093 0.148
```

Output
**SMILES**: C=N/C=C\OC=O
**Gap between HOMO and LUMO**: 9.738 eV

***

# 2
The following is a quantum chemistry calculation of C4H5NO2 in the gas phase at a distorted geometry, from the Open Molecules 2025 dataset.

Geometry as XYZ:
```
12
Properties=species:S:1:pos:R:3:lowdin_charge:R:1
C 1.7944 -0.3580 -0.0589 -0.086
C 0.4043 -0.1548 0.4742 -0.422
C -1.5704 0.9503 -0.2678 -0.143
C -1.9627 -0.4544 -0.1221 -0.080
H 2.5902 -0.5771 0.7179 0.141
H -1.5076 1.3730 0.8363 0.153
H -1.7657 1.5532 -1.1499 0.112
H -2.4898 -0.8713 -0.9315 0.082
H -2.1988 -0.8575 0.9108 0.135
N -0.5423 -0.0436 -0.5540 -0.015
O 1.9657 0.0267 -1.2645 0.039
O 0.1811 -0.0534 1.6823 0.084
```

Output
**SMILES**: O=CC(=O)N1CC1
**Gap between HOMO and LUMO**: 9.213 eV

***

# 3
The following is a quantum chemistry calculation of a molecular structure, C4H5NO2, from the Open Molecules 2025 dataset.

Geometry as XYZ:
```
12
Properties=species:S:1:pos:R:3:lowdin_charge:R:1
N 1.1785 -0.3945 -1.7494 0.141
C 0.4228 -0.7646 -0.6640 -0.541
C 0.1413 0.3559 0.2732 0.005
C -0.9361 0.4796 1.1644 -0.489
O -1.5681 1.5919 1.5448 0.099
C -0.6978 -0.6389 1.8576 0.254
O 0.1168 -1.9364 -0.4996 0.026
H 1.3287 -1.1326 -2.4214 0.107
H 1.1415 0.5457 -2.1103 0.097
H 0.8656 1.1752 0.2507 0.123
H -1.2651 2.3197 0.9840 0.120
H -0.6889 -1.6180 1.3793 0.057
```

Output
**Gap between HOMO and LUMO**: 8.574 eV

***

# 4
The following is a quantum chemistry calculation of C4H5NO2 in the gas phase at a distorted geometry, from the Open Molecules 2025 dataset.

Geometry as XYZ:
```
12
Properties=species:S:1:pos:R:3:lowdin_charge:R:1
O -2.0485 0.5931 1.0317 0.015
C -1.0414 1.2672 0.9118 -0.227
C 0.1456 0.8662 0.2222 -0.339
O 1.1983 1.7013 0.0424 0.054
N 0.2693 -0.3144 -0.3204 -0.032
C 1.0128 -1.2383 -0.8466 0.004
C -0.3808 -1.5859 -0.5167 -0.046
H -0.9837 2.2830 1.3455 0.127
H 1.8901 1.4211 0.6709 0.123
H 1.7254 -1.2926 -1.6495 0.103
H -1.1584 -1.5657 -1.2774 0.110
H -0.6287 -2.1351 0.3860 0.107
```

Output
**Gap between HOMO and LUMO**: 7.659 eV

***

# 5
The following is a quantum chemistry calculation of a molecular structure, C4H5NO2, from the Open Molecules 2025 dataset.

Geometry as XYZ:
```
12
Properties=species:S:1:pos:R:3:lowdin_charge:R:1
N 0.4334 1.3399 0.9335 0.104
C 0.1500 0.2429 0.0883 -0.348
C -1.2250 0.1058 -0.5533 0.007
C -0.6660 -1.0471 0.1661 -0.159
O 0.2863 -1.7427 -0.6693 0.068
C 1.1532 -0.6691 -0.5442 -0.412
O 2.3369 -0.6603 -0.6936 0.153
H 0.6954 2.1153 0.3298 0.096
H 1.2300 1.1499 1.5336 0.091
H -1.9555 0.6617 0.0331 0.123
H -1.3759 0.1070 -1.6286 0.120
H -1.0628 -1.6035 1.0044 0.157
```

Output
**Gap between HOMO and LUMO**: 10.737 eV

***

# 6
The following is a quantum chemistry calculation of a molecular structure, C4H5NO2 at a distorted geometry, from the Open Molecules 2025 dataset.

Geometry as XYZ:
```
12
Properties=species:S:1:pos:R:3:lowdin_charge:R:1
O 1.7667 -1.3585 -0.0042 0.021
C 1.2371 -0.5225 -0.7156 -0.305
C 0.6902 0.6344 0.1390 -0.193
C -0.7300 1.0930 0.2454 -0.002
N -0.1187 -0.0924 1.0870 0.073
C -0.8884 -0.9241 0.2852 -0.304
O -0.6061 -1.1934 -0.8782 0.037
H 1.3974 -0.4711 -1.7968 0.133
H 1.4708 1.2819 0.5241 0.149
H -1.3749 1.0490 -0.6430 0.133
H -1.0632 1.7995 0.9836 0.107
H -1.7808 -1.2957 0.7733 0.152
```

Output
**Gap between HOMO and LUMO**: 10.294 eV

***

# 7
The following is a quantum chemistry calculation of a molecular structure, C4H5NO2 at a distorted geometry, from the Open Molecules 2025 dataset.

Geometry as XYZ:
```
12
Properties=species:S:1:pos:R:3:lowdin_charge:R:1
O -2.8299 1.1330 -0.5334 0.080
C -1.6927 1.5223 -0.4811 -0.170
C -0.5104 0.5879 -0.3356 -0.477
O 0.6739 0.9490 -0.7466 0.008
N -0.7442 -0.5082 0.2861 0.094
C 0.4749 -1.1120 0.8518 -0.212
C 1.4121 -0.7277 -0.2227 0.098
H -1.4424 2.5964 -0.4857 0.125
H 0.2611 -2.1828 0.9917 0.125
H 0.7260 -0.6867 1.8370 0.124
H 2.3101 -0.1719 -0.0773 0.090
H 1.3614 -1.3992 -1.0844 0.116
```

Output
**Gap between HOMO and LUMO**: 9.698 eV

***

# 8
The following is a quantum chemistry calculation of C4H5NO2 in the gas phase, from the Open Molecules 2025 dataset.

Geometry as XYZ:
```
12
Properties=species:S:1:pos:R:3:lowdin_charge:R:1
C -1.6299 -0.5138 -0.9133 -0.070
C -0.2527 0.0368 -0.7406 -0.389
C 0.1845 1.2930 -1.0432 0.060
O 1.4227 1.3557 -0.0790 0.024
C 1.4044 0.3130 0.6495 -0.512
O 1.9322 0.2842 1.8652 0.165
N 0.5851 -0.6136 0.2135 0.179
H -1.7432 -1.2703 -1.6937 0.070
H -1.9659 -0.9475 0.0406 0.076
H -2.2942 0.3269 -1.1272 0.078
H 1.9498 1.2172 2.1352 0.148
H 0.4073 -1.4817 0.6933 0.171
```

Output
**Gap between HOMO and LUMO**: 8.683 eV

***

# 9
The following is a quantum chemistry calculation of 2 unconnected molecules or ions with the total composition C4H5NO2 at a distorted geometry, from the Open Molecules 2025 dataset.

Geometry as XYZ:
```
12
Properties=species:S:1:pos:R:3:lowdin_charge:R:1
C 1.3604 -1.0095 0.0388 -0.065
C 1.4297 0.4004 0.1640 -0.012
C -0.0080 -1.3567 -0.0156 -0.089
C 0.0621 0.8674 0.0998 -0.330
N -0.6932 -0.2300 0.0768 0.037
O -0.3282 2.1634 0.0466 0.114
O -2.8045 -0.4315 0.1244 -0.145
H 2.1455 -1.7845 -0.1501 0.112
H 2.2085 1.0617 -0.1627 0.094
H -0.4055 -2.3983 -0.1349 0.142
H 0.2420 2.7488 0.5980 0.144
H -3.2087 -0.0312 -0.6851 -0.003
```

Output
**Spin multiplicity**: 3
**Gap between HOMO and LUMO (alpha / beta)**: 9.358 / 7.338 eV

***

# 10
The following is a quantum chemistry calculation of C4H5NO2S in the gas phase at a distorted geometry, from the Open Molecules 2025 dataset.

Geometry as XYZ:
```
13
Properties=species:S:1:pos:R:3:lowdin_charge:R:1
C 0.4829 0.3935 -0.3018 -0.751
C -1.3519 -1.3859 0.6791 -0.480
C 0.3624 1.1647 -1.5072 -0.242
C 0.5270 2.4873 -1.3993 0.030
H 0.0840 -0.0903 1.9853 0.184
H -2.1383 -2.2419 0.6721 0.127
H -0.1767 0.5304 -2.4305 0.139
H 0.4189 3.0633 -2.3718 0.080
H 0.8677 3.1515 -0.6375 0.062
N 1.3300 0.6965 0.5739 0.131
O 1.0813 -0.5530 1.4990 -0.254
O -1.4699 -0.5461 1.6167 -0.107
S -0.3362 -1.0283 -0.6866 1.080
```

Output
**SMILES**: C=C/C(=N/O)SC=O
**Gap between HOMO and LUMO**: 9.656 eV

***

# 11
The following is a quantum chemistry calculation of C4H5NO2S in the gas phase at a distorted geometry, from the Open Molecules 2025 dataset.

Geometry as XYZ:
```
13
Properties=species:S:1:pos:R:3:lowdin_charge:R:1
C -1.0983 0.0108 0.0099 -0.344
C 0.4785 -1.5404 -0.0976 -0.117
C 1.1325 -0.3527 -0.0139 -0.542
C 0.1071 0.6396 -0.0120 -0.318
H -2.5710 1.1005 -0.7477 0.110
H -3.0771 -0.3437 0.0558 0.124
H 0.7585 -2.5761 -0.1117 0.122
H 3.1957 -0.3429 1.1323 -0.108
H 1.2095 2.1865 0.0029 0.072
N -2.3953 0.4599 0.0432 0.123
O -0.8662 -1.3200 -0.0795 0.048
O 0.2636 1.9898 -0.0545 0.046
S 2.8624 0.0886 -0.1272 0.783
```

Output
**SMILES**: Nc1occ(S)c1O
**Gap between HOMO and LUMO**: 8.262 eV

***

# 12
The following is a quantum chemistry calculation of C4H5NO2S in the gas phase at a distorted geometry, from the Open Molecules 2025 dataset.

Geometry as XYZ:
```
13
Properties=species:S:1:pos:R:3:lowdin_charge:R:1
C 0.8940 1.0462 0.1369 -0.337
C -0.2837 0.4181 -0.4918 -0.673
C -0.4368 -1.1172 -0.4794 -0.347
C -1.4523 -1.2239 0.7502 -0.139
H 0.5949 2.9103 -0.3179 0.049
H 1.7175 0.7861 -0.5506 0.130
H 1.3194 0.5016 1.2137 0.204
H -0.9569 -1.6176 -1.2698 0.131
H 0.5934 -2.6189 0.5051 0.223
N -2.3352 -1.2625 1.5283 0.150
O 0.6750 2.4058 0.5038 -0.106
O 0.7736 -1.6590 -0.0254 -0.093
S -1.1029 1.4311 -1.5030 0.808
```

Output
**SMILES**: N#C[C@H](O)C(=S)CO
**Gap between HOMO and LUMO**: 8.367 eV

***

# 13
The following is a quantum chemistry calculation of C4H5NO2S in the gas phase at a distorted geometry, from the Open Molecules 2025 dataset.

Geometry as XYZ:
```
13
Properties=species:S:1:pos:R:3:lowdin_charge:R:1
C 1.0060 0.4050 0.8464 -0.280
C 0.7319 0.9862 -0.4727 0.020
C -0.3108 0.1602 -0.7999 -0.622
C 0.3270 -0.6712 1.0800 -0.361
H 2.9392 1.3720 1.2776 0.152
H 1.4132 1.5400 2.4011 0.101
H 1.0787 1.8464 -0.8956 0.078
H -1.2233 -0.7499 -3.1386 -0.119
H 0.1669 -1.1625 2.9066 0.186
N 2.0690 0.8316 1.8731 0.004
O -0.5814 -0.7628 0.0817 0.052
O -0.0715 -1.6215 1.9863 0.082
S -1.5099 0.3204 -2.2581 0.707
```

Output
**SMILES**: Nc1cc(S)oc1O
**Gap between HOMO and LUMO**: 9.065 eV

***

# 14
The following is a quantum chemistry calculation of C4H5NO2S in the gas phase at a distorted geometry, from the Open Molecules 2025 dataset.

Geometry as XYZ:
```
13
Properties=species:S:1:pos:R:3:lowdin_charge:R:1
C -0.6821 0.2986 0.6696 -0.492
C 0.7298 0.2791 -0.0114 -0.270
C -1.1448 1.0129 -0.6210 -0.503
C 1.2788 -1.1046 -0.2748 -0.243
H -0.8429 -1.5979 2.0313 -0.134
H -0.7488 0.9507 1.5362 0.112
H 1.4804 0.8689 0.5295 0.156
H 0.5434 1.3744 -1.9535 0.156
H 0.8787 -1.6405 -1.1691 0.135
N 0.1230 0.9220 -1.1522 0.123
O -2.1720 1.4935 -1.0149 0.099
O 2.1110 -1.6142 0.4512 0.053
S -1.5545 -1.2428 0.9791 0.809
```

Output
**SMILES**: O=C[C@H]1NC(=O)[C@H]1S
**Gap between HOMO and LUMO**: 10.253 eV

***

# 15
The following is a quantum chemistry calculation of C4H5NO2S in the gas phase at a distorted geometry, from the Open Molecules 2025 dataset.

Geometry as XYZ:
```
13
Properties=species:S:1:pos:R:3:lowdin_charge:R:1
C 0.2339 -0.9027 1.0367 -0.026
C -0.0300 0.3645 1.1960 -0.332
C -0.2967 0.1704 -1.9500 -0.332
C 0.1801 -0.4428 2.4607 -0.114
N -0.9320 0.6008 -0.9544 -0.157
O 0.7838 2.4943 -0.0924 -0.504
O -0.5454 -1.0474 -2.5456 0.029
S -0.4784 1.8529 0.2346 0.949
H 0.3646 -1.7425 0.3972 0.100
H 0.5374 0.7350 -2.4104 0.137
H -0.2476 -1.0141 -3.4614 0.098
H -0.6730 -0.7227 3.0689 0.077
H 1.1033 -0.3456 3.0201 0.075
```

Output
**Gap between HOMO and LUMO**: 9.896 eV

***

# 16
The following is a quantum chemistry calculation of C4H5NO2S in the gas phase at a distorted geometry, from the Open Molecules 2025 dataset.

Geometry as XYZ:
```
13
Properties=species:S:1:pos:R:3:lowdin_charge:R:1
C 0.9419 -0.1733 -0.2817 -0.369
C -0.7289 -1.5456 0.0268 -0.125
C -1.2867 -0.3169 -0.0918 -0.647
C -0.1627 0.5900 -0.1846 -0.288
H 2.9259 -0.1871 -0.9882 0.119
H 2.7074 0.3815 0.7466 0.106
H -1.2904 -2.5407 0.2807 0.167
H -3.0553 0.6830 0.9074 -0.088
H 0.3848 2.4114 0.1887 0.122
N 2.3104 0.2353 -0.2176 0.079
O 0.6197 -1.4312 -0.0707 0.050
O -0.4225 1.9129 -0.0377 0.057
S -2.9436 -0.0193 -0.2778 0.816
```

Output
**SMILES**: Nc1occ(S)c1O
**Gap between HOMO and LUMO**: 9.038 eV

***

# 17
The following is a quantum chemistry calculation of 2 unconnected molecules or ions with the total composition C4H5NO3 at a distorted geometry, from the Open Molecules 2025 dataset.

Geometry as XYZ:
```
13
Properties=species:S:1:pos:R:3:lowdin_charge:R:1
C 0.6344 0.0114 -0.4507 -0.406
O 1.3764 -0.8070 0.3010 0.104
C -0.8569 0.8338 2.6844 -0.034
C -0.9857 1.6606 3.5519 -0.025
O 1.0852 0.9841 -1.0130 0.075
H 2.2115 -0.3680 0.5296 0.138
H -1.1058 2.4423 4.2560 0.007
N -0.2450 -0.6013 -2.7130 0.164
C -0.3677 -1.0124 -1.4394 -0.406
O -0.6683 -2.1347 -1.1229 0.077
H 0.3577 0.1754 -2.9403 0.101
H -0.5724 -1.1524 -3.4904 0.121
H -0.8634 -0.0318 1.8466 0.085
```

Output
**SMILES**: NC(=O)C(=O)O.C#C
**Gap between HOMO and LUMO**: 10.102 eV

***

# 18
The following is a quantum chemistry calculation of C4H5NO3 in the gas phase, from the Open Molecules 2025 dataset.

Geometry as XYZ:
```
13
Properties=species:S:1:pos:R:3:lowdin_charge:R:1
C 1.1566 -1.2835 0.6026 -0.048
C -1.5173 0.4400 0.3357 -0.434
C 0.4314 0.4154 -0.8983 -0.185
C -0.9751 0.0391 -0.9068 0.031
O 1.4338 -0.3698 -0.4608 -0.101
N -0.2851 1.3472 0.4795 -0.020
O -0.3194 2.5159 0.7408 0.088
O -2.4906 0.3898 1.0197 0.113
H 0.8233 1.0389 -1.7023 0.152
H -1.5620 0.0045 -1.8116 0.119
H 0.9490 -0.7416 1.5286 0.095
H 2.0569 -1.8819 0.7152 0.095
H 0.2985 -1.9142 0.3578 0.095
```

Output
**Gap between HOMO and LUMO (alpha / beta)**: 8.425 / 8.428 eV

***

# 19
The following is a quantum chemistry calculation of C4H5NO3 in the gas phase at a distorted geometry, from the Open Molecules 2025 dataset.

Geometry as XYZ:
```
13
Properties=species:S:1:pos:R:3:lowdin_charge:R:1
C 2.0658 -0.3775 2.4790 0.038
C 1.3614 0.7348 2.0901 -0.081
C 0.1303 -0.2240 -0.0927 -0.422
C -2.4580 0.2767 -2.4661 0.001
H 2.7821 -0.4322 3.3726 0.086
H 1.7726 -1.3338 2.0594 0.050
H 1.4012 1.6613 2.5891 0.087
H -2.5835 1.3479 -2.4650 0.058
H -3.2743 -0.3773 -3.1184 0.132
N -1.5731 -0.4234 -1.7401 0.013
O 0.3246 0.6017 1.0340 -0.037
O 0.8876 -1.1459 -0.2500 0.134
O -0.6727 0.4989 -1.0738 -0.058
```

Output
**SMILES**: C=COC(=O)ON=C
**Gap between HOMO and LUMO**: 10.438 eV

***

Energy above the lowest of the compared OMol25 structures with the same formula, charge and spin for every record listed, in sequence, given in kcal/mol: 55.79 71.02 90.64 102.38 45.36 92.27 72.50 76.40 16.98 154.55 44.22 96.07 94.19 38.71 129.17 58.72 80.64 122.53 117.85.